ORCA calculation (ωB97M-V/def2-TZVPD) on 2 unconnected molecules or ions with the total composition C3H7N2O2S in a non-equilibrium geometry.

Results
gap between HOMO and LUMO (alpha / beta) = 7.87 / 6.57 eV
LUMO level (alpha / beta) = -5.45 / -6.02 eV
relative energy (zero: lowest compared OMol25 entry of this formula, charge and spin) = 47.6 kcal per mole
spin multiplicity = 1
charge = +1

Element x y z (Å)
C (0.118, 0.165, -0.807)
C (-1.155, 1.771, 0.784)
C (1.063, -0.928, -1.068)
N (-0.518, 0.570, 0.436)
N (-0.074, 1.152, -1.751)
O (1.186, -3.132, 1.234)
O (-0.083, -1.451, 2.503)
S (0.875, -2.557, 2.529)
H (-1.530, 1.705, 1.760)
H (-1.480, 2.615, 0.125)
H (1.516, -1.492, -0.390)
H (1.078, -1.102, -2.126)
H (-0.253, 0.020, 1.223)
H (0.064, 0.821, -2.711)
H (-0.806, 1.842, -1.741)

=====

ORCA calculation (ωB97M-V/def2-TZVPD) on a gas-phase ion, C4H8N3O (charge +1) in a non-equilibrium geometry.

Results
gap between HOMO and LUMO = 10.87 eV
LUMO level = -3.58 eV
relative energy (zero: lowest compared OMol25 entry of this formula, charge and spin) = 32.0 kcal per mole
spin multiplicity = 1
charge = +1
structure (SMILES) = [NH2+]=C1NCCN1C=O

Element x y z (Å)
N (1.134, -1.816, -0.095)
C (0.233, -0.901, 0.085)
N (-1.078, -1.015, 0.225)
C (-1.815, 0.208, -0.075)
C (-0.708, 1.243, 0.029)
N (0.544, 0.454, -0.038)
C (1.808, 1.042, -0.141)
O (2.830, 0.441, 0.004)
H (0.813, -2.766, -0.044)
H (2.052, -1.551, -0.159)
H (-1.436, -1.934, 0.500)
H (-2.668, 0.441, 0.679)
H (-2.099, 0.280, -1.204)
H (-0.723, 2.198, -0.565)
H (-0.659, 1.622, 1.190)
H (1.772, 2.052, -0.391)

=====

ORCA calculation (ωB97M-V/def2-TZVPD) on a molecular structure, C22H44N3OP2Y in a non-equilibrium geometry.

Results
gap between HOMO and LUMO = 6.64 eV
LUMO level = -6.75 eV
relative energy (zero: lowest compared OMol25 entry of this formula, charge and spin) = 19.1 kcal per mole
spin multiplicity = 1
charge = +2

Element x y z (Å)
Y (-0.337, 0.021, 0.293)
P (-0.438, -1.974, -1.650)
P (-0.289, 2.775, 0.462)
N (0.989, 0.744, -1.547)
C (1.127, -1.607, -2.580)
H (1.836, -2.425, -2.351)
H (0.897, -1.659, -3.656)
C (1.791, -0.240, -2.301)
H (2.735, -0.435, -1.750)
H (2.143, 0.240, -3.231)
C (1.544, 2.114, -1.634)
H (1.084, 2.603, -2.502)
H (2.612, 2.061, -1.868)
C (1.389, 2.927, -0.341)
H (1.594, 3.992, -0.528)
H (2.117, 2.594, 0.417)
C (0.010, 3.455, 2.140)
C (0.415, 2.327, 3.110)
H (1.362, 1.838, 2.844)
H (-0.366, 1.552, 3.182)
H (0.545, 2.724, 4.129)
C (-1.245, 3.979, -0.535)
C (-2.752, 3.809, -0.289)
H (-3.309, 4.214, -1.147)
H (-3.092, 4.342, 0.609)
H (-3.034, 2.752, -0.186)
C (-1.679, -2.345, -2.946)
C (-2.979, -2.893, -2.337)
H (-3.750, -2.913, -3.121)
H (-3.342, -2.254, -1.521)
H (-2.875, -3.920, -1.956)
C (-0.090, -3.509, -0.684)
C (-1.187, -3.765, 0.374)
H (-0.732, -4.198, 1.279)
H (-1.951, -4.469, 0.005)
H (-1.706, -2.847, 0.695)
C (-2.762, -0.003, 0.767)
C (-0.750, 5.429, -0.360)
H (0.117, 5.525, 0.309)
H (-0.446, 5.838, -1.334)
H (-1.546, 6.084, 0.021)
C (-1.177, -3.202, -4.129)
H (-2.000, -3.815, -4.531)
H (-0.829, -2.557, -4.949)
H (-0.357, -3.885, -3.866)
C (0.190, -4.769, -1.526)
H (0.460, -5.603, -0.852)
H (-0.691, -5.092, -2.105)
H (1.040, -4.629, -2.213)
C (-1.186, 4.231, 2.709)
H (-2.114, 3.647, 2.654)
H (-1.013, 4.458, 3.771)
H (-1.346, 5.187, 2.199)
H (0.866, 4.146, 2.049)
H (0.847, -3.272, -0.143)
H (-1.045, 3.671, -1.576)
H (-1.899, -1.336, -3.345)
O (-3.916, 0.018, 0.914)
H (-0.127, 0.819, -1.922)
H (-1.347, 0.842, -1.851)
N (3.578, -2.439, 4.627)
C (2.841, -1.927, 3.613)
C (3.483, -1.230, 2.556)
C (2.701, -0.696, 1.555)
N (1.341, -0.848, 1.573)
C (0.708, -1.490, 2.605)
C (1.432, -2.064, 3.636)
H (4.585, -2.355, 4.628)
H (3.144, -2.947, 5.387)
H (4.570, -1.095, 2.526)
H (3.098, -0.126, 0.714)
H (-0.395, -1.527, 2.568)
H (0.908, -2.596, 4.443)

=====

ORCA calculation (ωB97M-V/def2-TZVPD) on a molecular structure, C32H23Cl3N3NdO4S in a non-equilibrium geometry.

Results
gap between HOMO and LUMO (alpha / beta) = 7.47 / 7.49 eV
LUMO level (alpha / beta) = -0.40 / -0.40 eV
expectation value of S² = 3.752
relative energy (zero: lowest compared OMol25 entry of this formula, charge and spin) = 9.8 kcal per mole
spin multiplicity = 4

Element x y z (Å)
Nd (0.882, -0.259, 0.446)
C (2.410, -0.069, -3.867)
C (3.505, 0.741, -3.598)
C (3.421, 1.648, -2.560)
C (2.262, 1.702, -1.782)
N (1.220, 0.878, -2.018)
C (1.295, 0.046, -3.056)
C (2.113, 2.647, -0.661)
C (2.686, 3.918, -0.739)
C (2.565, 4.800, 0.315)
C (1.844, 4.420, 1.435)
C (1.260, 3.163, 1.492)
C (1.365, 2.203, 0.465)
H (2.420, -0.777, -4.681)
H (4.405, 0.671, -4.190)
H (4.255, 2.294, -2.332)
H (0.409, -0.547, -3.250)
H (3.203, 4.228, -1.638)
H (3.031, 5.774, 0.261)
H (1.736, 5.111, 2.261)
H (0.693, 2.916, 2.385)
Cl (5.559, -6.112, 1.047)
C (4.746, -4.589, 0.985)
C (5.246, -3.524, 1.749)
C (4.618, -2.313, 1.704)
Cl (5.206, -0.981, 2.626)
C (3.465, -2.058, 0.888)
O (2.931, -0.909, 0.876)
C (2.997, -3.179, 0.115)
C (1.887, -3.029, -0.768)
O (1.309, -1.972, -1.040)
C (3.643, -4.429, 0.194)
H (6.122, -3.663, 2.363)
H (1.550, -3.954, -1.277)
H (3.264, -5.253, -0.393)
Cl (-2.868, -3.425, 6.513)
C (-2.074, -2.977, 5.038)
C (-1.844, -3.956, 4.056)
C (-1.161, -3.647, 2.919)
C (-0.678, -2.327, 2.651)
O (0.038, -2.076, 1.636)
C (-1.058, -1.319, 3.614)
C (-0.869, 0.053, 3.331)
O (-0.530, 0.539, 2.237)
C (-1.698, -1.685, 4.817)
H (-2.218, -4.954, 4.222)
H (-0.966, -4.402, 2.174)
H (-1.104, 0.752, 4.156)
H (-1.910, -0.915, 5.544)
N (-1.926, 1.686, -0.790)
C (-2.421, 0.506, -1.184)
S (-1.574, -0.930, -0.982)
N (-3.635, 0.390, -1.762)
C (-4.601, 1.325, -2.145)
C (-4.308, 2.636, -2.511)
C (-5.330, 3.486, -2.897)
C (-6.640, 3.044, -2.941)
C (-6.929, 1.729, -2.617)
C (-5.921, 0.878, -2.218)
H (-0.999, 1.701, -0.340)
H (-2.502, 2.513, -0.761)
H (-3.903, -0.578, -1.893)
H (-3.286, 2.981, -2.543)
H (-5.092, 4.501, -3.182)
H (-7.431, 3.710, -3.248)
H (-7.942, 1.362, -2.681)
H (-6.143, -0.148, -1.971)

=====

ORCA calculation (ωB97M-V/def2-TZVPD) on a molecular structure, C17H35OPRhSi.

Results
gap between HOMO and LUMO = 7.38 eV
LUMO level = -3.81 eV
spin multiplicity = 1
charge = +1

Element x y z (Å)
Rh (-1.192, -0.010, 1.084)
C (-2.814, 0.525, 2.660)
C (-2.071, -0.509, 3.184)
C (-2.017, -1.564, 2.179)
C (-2.919, -1.221, 1.108)
C (-3.294, 0.138, 1.332)
H (-2.960, 1.498, 3.101)
H (-1.522, -0.502, 4.112)
H (-1.497, -2.503, 2.284)
H (-3.210, -1.852, 0.285)
H (-3.930, 0.737, 0.701)
C (-2.378, -1.149, -2.133)
Si (-0.907, -0.372, -1.261)
C (-0.820, 1.464, -1.777)
C (0.044, 2.253, -0.785)
C (-0.247, 1.600, -3.194)
C (-2.234, 2.060, -1.766)
C (0.613, -1.461, -1.656)
C (0.568, -2.668, -0.704)
C (0.527, -1.975, -3.100)
C (1.955, -0.746, -1.467)
H (-2.288, -1.010, -3.214)
H (-3.328, -0.709, -1.828)
H (-2.423, -2.226, -1.958)
H (1.075, 1.896, -0.761)
H (-0.353, 2.194, 0.243)
H (0.056, 3.315, -1.055)
H (0.775, 1.232, -3.267)
H (-0.239, 2.655, -3.488)
H (-0.853, 1.063, -3.928)
H (-2.658, 2.073, -0.759)
H (-2.918, 1.519, -2.418)
H (-2.198, 3.097, -2.117)
H (-0.384, -3.204, -0.768)
H (0.718, -2.362, 0.334)
H (1.359, -3.378, -0.967)
H (-0.362, -2.586, -3.261)
H (1.398, -2.601, -3.316)
H (0.515, -1.164, -3.830)
H (2.034, -0.316, -0.472)
H (2.108, 0.047, -2.200)
H (2.773, -1.464, -1.594)
C (2.902, 1.887, 1.629)
P (2.086, 0.453, 2.328)
C (1.725, 0.844, 4.041)
C (3.269, -0.890, 2.323)
O (0.850, 0.080, 1.554)
H (3.810, 2.121, 2.186)
H (2.228, 2.743, 1.661)
H (3.162, 1.680, 0.590)
H (2.625, 1.180, 4.557)
H (1.337, -0.041, 4.546)
H (0.977, 1.637, 4.077)
H (4.167, -0.619, 2.880)
H (3.540, -1.118, 1.291)
H (2.817, -1.773, 2.774)

=====

ORCA calculation (ωB97M-V/def2-TZVPD) on 6 unconnected molecules or ions with the total composition C4H18NO6S in a non-equilibrium geometry.

Results
gap between HOMO and LUMO = 7.44 eV
LUMO level = 3.26 eV
relative energy (zero: lowest compared OMol25 entry of this formula, charge and spin) = 0.0 kcal per mole
spin multiplicity = 1
charge = -1

Element x y z (Å)
C (-0.889, 2.517, 0.991)
N (-1.726, 1.417, 0.533)
C (-1.037, 0.397, -0.286)
C (0.148, -0.265, 0.439)
S (0.534, -1.938, -0.237)
C (-0.555, 1.045, -1.561)
O (-0.980, 0.733, -2.652)
H (0.058, 2.185, 1.453)
H (-1.421, 3.139, 1.714)
H (-0.639, 3.151, 0.135)
H (-2.166, 0.970, 1.330)
H (-1.782, -0.370, -0.513)
H (-0.091, -0.427, 1.483)
H (1.026, 0.360, 0.336)
H (0.242, 1.805, -1.482)
H (-2.657, -2.704, 0.213)
H (-1.248, -2.827, 0.834)
O (-2.214, -2.834, 1.071)
H (-2.428, -1.555, 2.120)
H (-1.930, -1.014, 3.494)
O (-2.503, -0.779, 2.736)
H (2.462, 0.614, -2.122)
H (3.241, 0.648, -0.794)
O (2.815, 1.228, -1.435)
H (1.300, -1.208, -2.503)
H (0.898, -0.102, -3.487)
O (1.663, -0.583, -3.162)
H (3.386, -1.653, -0.166)
H (2.847, -0.965, 1.037)
O (3.645, -0.986, 0.481)

=====

ORCA calculation (ωB97M-V/def2-TZVPD) on a molecular structure, C2H8OSi2 in a non-equilibrium geometry.

Results
gap between HOMO and LUMO = 8.07 eV
LUMO level = 0.09 eV
relative energy (zero: lowest compared OMol25 entry of this formula, charge and spin) = 14.3 kcal per mole
spin multiplicity = 1

Element x y z (Å)
C (0.142, -0.128, -2.355)
C (-0.372, 1.169, 1.558)
O (1.252, -0.930, 0.096)
Si (0.468, -1.754, -1.206)
Si (0.174, -0.618, 1.518)
H (-0.913, 0.189, -2.424)
H (0.748, 0.566, -1.713)
H (0.414, -0.182, -3.383)
H (-0.773, 1.388, 0.582)
H (-1.128, 1.337, 2.291)
H (0.484, 1.830, 1.526)
H (-1.278, -1.387, 1.049)
H (0.780, -1.480, 2.461)

=====

ORCA calculation (ωB97M-V/def2-TZVPD) on a molecular structure, C5H4EuO7 in a non-equilibrium geometry.

Results
gap between HOMO and LUMO (alpha / beta) = 3.19 / 3.40 eV
LUMO level (alpha / beta) = -3.16 / -3.05 eV
expectation value of S² = 15.763
relative energy (zero: lowest compared OMol25 entry of this formula, charge and spin) = 0.0 kcal per mole
spin multiplicity = 8

Element x y z (Å)
O (-1.339, 0.984, 1.738)
C (-1.466, 1.660, 0.748)
O (-2.251, 2.303, 0.153)
O (3.950, 1.012, -0.390)
C (4.188, 0.332, -1.602)
C (2.965, 0.681, -2.444)
O (2.638, 1.965, -1.973)
C (2.859, 1.984, -0.551)
H (5.112, 0.705, -2.073)
H (4.291, -0.748, -1.424)
H (2.139, -0.031, -2.265)
H (3.167, 0.726, -3.521)
Eu (0.364, -0.178, 3.155)
O (1.807, 0.731, 1.235)
O (3.105, 3.152, -0.076)
O (0.465, 1.779, -0.217)
C (1.608, 1.395, 0.182)

=====

Q: What is the spin multiplicity in the fifth record?
A: 1